No. 1
Molecular formula: C12H26Ca2Cl5F4LiNO9P2
Method: DFT, ωB97M-V/def2-TZVPD

Properties
* gap between HOMO and LUMO: 3.3 eV
* charge: -1

Cartesian coordinates (Å):
C 5.0715 0.1148 2.1278
C 4.0618 1.1051 2.7479
O 2.7249 0.8831 2.3203
C 2.1747 -0.2234 2.8785
N 0.9281 0.0680 3.6889
P -0.5745 0.6731 2.7985
O -0.8311 -0.4168 1.6556
Cl -0.2276 2.4354 1.8124
H 4.8528 -0.0857 1.0660
H 5.0826 -0.8619 2.6527
H 6.0983 0.5219 2.1812
H 4.1829 1.1212 3.8556
H 4.3478 2.1168 2.4120
H 1.8945 -1.0109 2.1507
H 2.9001 -0.7126 3.5724
H 0.6389 -0.8330 4.0920
H 1.0990 0.6893 4.4834
H -1.7988 -0.7885 1.7898
Cl -4.5177 -0.5372 2.7134
C -5.6839 -1.5170 1.8117
C -4.9941 -2.5553 0.9414
Cl -4.0875 -1.8054 -0.4063
H -6.3045 -0.8316 1.2235
H -6.3263 -2.0179 2.5376
H -5.7474 -3.2273 0.4933
H -4.2949 -3.1657 1.5132
F 1.7817 1.5968 0.5824
C -1.2813 -0.7662 -2.7219
C -2.3220 -1.6817 -3.3586
O -2.2419 -1.7360 -4.7321
C -1.2007 -2.6248 -5.3481
O -1.2509 -3.8148 -4.8568
C 0.2242 -1.9901 -5.3021
F 0.1722 -0.6279 -5.4925
F 0.9773 -2.4618 -6.2863
F 0.9022 -2.1832 -4.1449
H -1.1309 0.1435 -3.3218
H -1.5935 -0.4817 -1.7037
H -0.3191 -1.2597 -2.6275
H -3.3189 -1.2492 -3.1559
H -2.3294 -2.6718 -2.8893
H -1.4557 -2.5138 -6.4180
Ca -3.2584 0.8603 -3.0979
C 1.7947 4.3598 4.5572
C 3.2772 4.5242 4.7667
O 3.9624 3.6079 5.1592
C 3.8699 5.8774 4.4670
H 1.5075 3.3400 4.8092
H 1.2480 5.0489 5.2047
H 1.5421 4.5454 3.5120
H 3.4139 6.6343 5.1079
H 3.7085 6.1299 3.4178
H 4.9409 5.8528 4.6610
Cl -3.5910 2.0427 2.0040
Cl -2.5016 -2.2613 2.5241
Ca -6.2860 -2.1180 -1.1171
O 1.8387 -2.1643 -9.5004
P 0.6148 -3.0809 -9.5222
O 1.0256 -4.4669 -9.0369
O 0.0320 -3.1703 -10.9350
O -0.4642 -2.5410 -8.5902
Li -2.9575 2.1629 4.2721

Let us look at the Mulliken charges, expressed in e, one per atom:
1 C -1.19
2 C -0.19
3 O -0.02
4 C -0.79
5 N -0.37
6 P 0.36
7 O -0.29
8 Cl -0.05
9 H 0.31
10 H 0.31
11 H 0.40
12 H 0.29
13 H 0.26
14 H 0.26
15 H 0.46
16 H 0.39
17 H 0.37
18 H 0.15
19 Cl 0.02
20 C 0.14
21 C -1.21
22 Cl 0.29
23 H 0.08
24 H 0.34
25 H 0.31
26 H 0.38
27 F -0.88
28 C -1.54
29 C -0.42
30 O -0.33
31 C 0.39
32 O -0.86
33 C 0.58
34 F -0.34
35 F -0.21
36 F -0.29
37 H 0.57
38 H 0.67
39 H 0.25
40 H 0.11
41 H 0.41
42 H 0.19
43 Ca 1.06
44 C -0.78
45 C 0.84
46 O -0.55
47 C -1.20
48 H 0.00
49 H 0.42
50 H 0.30
51 H 0.35
52 H 0.33
53 H 0.32
54 Cl -0.76
55 Cl -0.74
56 Ca 0.33
57 O -0.51
58 P 0.87
59 O -0.47
60 O -0.56
61 O -0.34
62 Li 0.80

=====

No. 2
Molecular formula: C12H26N2O4
Method: DFT, ωB97M-V/def2-TZVPD

Properties
* gap between HOMO and LUMO: 9.7 eV
* charge: 0
* ΔE to the lowest compared entry with this formula, charge and spin: 75.3 kcal per mole
* SMILES: C1COCCNCCOCCOCCOCCN1

Cartesian coordinates (Å):
C -1.1861 -3.1998 -0.3834
C -0.0518 -3.0875 0.6491
O 0.9068 -2.1239 0.2665
C 1.9093 -2.6043 -0.6012
C 2.8395 -1.4534 -1.0141
N 3.5672 -0.8273 0.0688
C 2.8271 0.1945 0.7981
C 3.0538 1.5627 0.1358
O 2.2834 2.5800 0.7501
C 1.2213 3.0944 -0.0075
C 0.0247 2.1491 -0.1797
O -0.9914 2.9082 -0.8047
C -2.2052 2.2243 -0.9993
C -2.9451 1.9056 0.3158
O -2.7017 0.5957 0.7774
C -3.5853 -0.3764 0.2548
C -2.9659 -1.7539 0.4584
N -1.9367 -1.9691 -0.5421
H -0.7586 -3.4513 -1.3598
H -1.8693 -4.0013 -0.0940
H 0.4240 -4.0650 0.8077
H -0.4547 -2.7345 1.6029
H 1.4682 -3.0485 -1.5053
H 2.4936 -3.3872 -0.0887
H 2.2537 -0.6877 -1.5243
H 3.5682 -1.8601 -1.7238
H 3.9038 -1.5423 0.7036
H 3.2022 0.2487 1.8211
H 1.7531 -0.0191 0.8431
H 2.8359 1.5028 -0.9353
H 4.1085 1.8372 0.2500
H 1.5641 3.4107 -1.0033
H 0.8782 3.9792 0.5343
H 0.2887 1.2853 -0.8097
H -0.3003 1.7751 0.7992
H -2.8051 2.8973 -1.6160
H -2.0334 1.2873 -1.5512
H -4.0227 2.0671 0.1901
H -2.5818 2.5827 1.0940
H -3.7542 -0.2177 -0.8175
H -4.5526 -0.3112 0.7763
H -3.7340 -2.5213 0.3203
H -2.5959 -1.8099 1.4941
H -1.2804 -1.1916 -0.5058

Let us look at the Mulliken charges, expressed in e, one per atom:
1 C -0.78
2 C -0.62
3 O -0.13
4 C -0.43
5 C -0.85
6 N -0.30
7 C -0.15
8 C -0.67
9 O -0.37
10 C -0.71
11 C 0.12
12 O -0.42
13 C -0.32
14 C -0.78
15 O -0.30
16 C -0.70
17 C -0.53
18 N -0.24
19 H 0.31
20 H 0.46
21 H 0.35
22 H 0.33
23 H 0.30
24 H 0.35
25 H 0.23
26 H 0.39
27 H 0.28
28 H 0.41
29 H 0.01
30 H 0.33
31 H 0.33
32 H 0.34
33 H 0.30
34 H 0.03
35 H 0.31
36 H 0.30
37 H 0.34
38 H 0.43
39 H 0.41
40 H 0.41
41 H 0.41
42 H 0.41
43 H 0.26
44 H 0.14

=====

No. 3
Molecular formula: C12H26N3O6P
Method: DFT, ωB97M-V/def2-TZVPD

Properties
* gap between HOMO and LUMO: 9.6 eV
* charge: 0
* ΔE to the lowest compared entry with this formula, charge and spin: 8.8 kcal per mole
* SMILES: N#C[C@@H]([PH2]=O)[C@@](N)(O)C#N.COCCOC.COCCOC

Cartesian coordinates (Å):
N -0.8747 3.2800 -0.1480
C -1.0165 2.2328 -0.5419
C -1.2876 0.7604 -0.7255
P 0.1247 -0.2939 -0.0167
O -0.3390 -1.5549 0.6252
C -2.6374 0.3906 -0.0136
N -2.4620 0.4076 1.4208
O -3.6425 1.3374 -0.3682
C -3.1385 -0.9703 -0.5341
N -3.2138 -1.9771 -1.0179
H -1.3932 0.5275 -1.8060
H 1.0329 -0.6214 -1.0615
H 0.7332 0.5447 0.9702
H -1.8002 1.1226 1.7135
H -3.3327 0.5622 1.9195
H -4.4196 1.2224 0.1958
C 0.4132 -2.8004 -5.7923
O 0.4432 -4.0579 -5.1389
C 1.5175 -4.1715 -4.2135
C 1.0470 -3.9574 -2.7850
O 0.6039 -2.6226 -2.5765
C -0.8143 -2.5039 -2.6062
H -0.5597 -2.6928 -6.2722
H 0.5485 -1.9723 -5.0922
H 1.1910 -2.7597 -6.5622
H 2.3210 -3.4719 -4.4654
H 1.9117 -5.1876 -4.3054
H 1.8916 -4.1211 -2.1092
H 0.2613 -4.6722 -2.5238
H -1.2357 -2.8846 -1.6773
H -1.2519 -3.0369 -3.4536
H -1.0625 -1.4454 -2.6982
C 0.8391 0.9446 4.1463
O 1.1366 1.6699 2.9608
C 0.3136 2.8247 2.7963
C 1.0421 4.0923 3.2039
O 1.3166 4.1106 4.5998
C 2.6568 3.7551 4.8998
H 1.6587 0.2507 4.3323
H 0.7374 1.6027 5.0121
H -0.0834 0.3696 4.0120
H -0.6207 2.7171 3.3593
H 0.0649 2.8868 1.7337
H 0.3961 4.9496 2.9954
H 1.9627 4.2131 2.6250
H 3.3251 4.5908 4.6681
H 2.9772 2.8676 4.3489
H 2.7183 3.5425 5.9669

Let us look at the Mulliken charges, expressed in e, one per atom:
1 N -0.45
2 C -0.15
3 C -0.24
4 P 0.86
5 O -0.63
6 C 1.32
7 N -0.51
8 O -0.54
9 C -0.38
10 N -0.47
11 H 0.60
12 H 0.06
13 H -0.19
14 H 0.06
15 H 0.31
16 H 0.39
17 C -0.66
18 O -0.37
19 C -0.50
20 C -0.64
21 O -0.26
22 C -0.90
23 H 0.25
24 H 0.23
25 H 0.33
26 H 0.32
27 H 0.37
28 H 0.38
29 H 0.37
30 H 0.45
31 H 0.48
32 H 0.10
33 C -0.78
34 O -0.38
35 C 0.34
36 C -0.84
37 O -0.38
38 C -0.68
39 H 0.25
40 H 0.39
41 H 0.30
42 H 0.36
43 H -0.17
44 H 0.37
45 H 0.38
46 H 0.33
47 H 0.28
48 H 0.24

=====

No. 4
Molecular formula: C12H26N3O7P
Method: DFT, ωB97M-V/def2-TZVPD

Properties
* gap between HOMO and LUMO: 9.0 eV
* charge: 0
* SMILES: C#CO[P@@](=O)(O)OC.CNC(C)=O.CNC(C)=O.CNC(C)=O

Cartesian coordinates (Å):
C -1.0753 -3.4326 2.4126
C -2.1263 -2.7957 1.9095
O -3.3416 -2.1733 1.3993
P -4.6023 -3.1339 2.1420
O -4.2947 -4.6014 1.7752
O -4.3792 -2.9826 3.8398
O -6.1693 -2.6801 1.6318
C -7.1670 -3.5497 2.3009
H -0.4601 -4.2651 2.9390
H -4.1069 -2.0240 3.9616
H -7.8970 -3.9878 1.5085
H -7.7443 -2.9946 3.1326
H -6.6572 -4.4633 2.8042
C 1.6636 -1.7310 -2.4958
N 1.6112 -2.3207 -1.1760
C 0.9701 -1.8542 -0.0688
C 0.2066 -0.5648 -0.1849
O 1.0284 -2.4847 0.9812
H 1.2513 -2.4505 -3.2069
H 2.7113 -1.5441 -2.7439
H 1.1032 -0.7986 -2.5553
H 2.1019 -3.1909 -1.0193
H -0.2487 -0.3239 0.7780
H 0.8820 0.2487 -0.4600
H -0.5883 -0.6643 -0.9266
C 1.1283 4.1232 -3.4973
N 0.7780 2.7859 -3.0715
C -0.4611 2.2698 -2.8438
C -1.6495 3.1680 -3.0481
O -0.5803 1.1039 -2.4829
H 1.6799 4.0477 -4.4372
H 1.7773 4.5634 -2.7370
H 0.2534 4.7552 -3.6389
H 1.5244 2.1224 -2.9129
H -2.5647 2.6155 -2.8278
H -1.5933 4.0254 -2.3729
H -1.6918 3.5053 -4.0866
C 3.6738 0.3384 1.9226
N 3.0842 1.6576 1.8481
C 3.6875 2.8352 1.5266
C 5.1553 2.8112 1.1992
O 3.0339 3.8719 1.5109
H 3.1446 -0.3113 1.2218
H 3.5313 -0.0403 2.9371
H 4.7356 0.3440 1.6821
H 2.0990 1.7548 2.0552
H 5.4917 3.8227 0.9640
H 5.7262 2.4488 2.0575
H 5.3361 2.1764 0.3282

Let us look at the Mulliken charges, expressed in e, one per atom:
1 C -0.19
2 C -0.01
3 O -0.28
4 P 0.98
5 O -0.60
6 O -0.44
7 O -0.35
8 C -0.59
9 H 0.33
10 H 0.33
11 H 0.24
12 H 0.25
13 H 0.32
14 C -0.66
15 N -0.18
16 C 0.62
17 C -1.22
18 O -0.64
19 H 0.28
20 H 0.28
21 H 0.15
22 H 0.25
23 H 0.27
24 H 0.41
25 H 0.47
26 C -0.88
27 N -0.12
28 C 0.89
29 C -1.53
30 O -0.60
31 H 0.30
32 H 0.27
33 H 0.35
34 H 0.20
35 H 0.29
36 H 0.39
37 H 0.41
38 C -0.67
39 N -0.14
40 C 0.78
41 C -1.20
42 O -0.67
43 H 0.10
44 H 0.27
45 H 0.34
46 H 0.20
47 H 0.29
48 H 0.35
49 H 0.33

=====

No. 5
Molecular formula: C12H26N4O2
Method: DFT, ωB97M-V/def2-TZVPD

Properties
* gap between HOMO and LUMO: 9.2 eV
* charge: 0
* ΔE to the lowest compared entry with this formula, charge and spin: 5.9 kcal per mole
* SMILES: NC[C@H]1CC[C@@H](N)[C@H](O[C@H]2CC[C@H](N)C[C@H]2N)O1

Cartesian coordinates (Å):
N -0.3479 -3.0532 1.2678
C -1.7133 -2.5751 1.0143
C -1.8014 -2.1097 -0.4694
C -3.3055 -1.8548 -0.9967
C -3.7439 -0.5167 -0.5855
C -2.8141 0.6262 -1.0812
N -3.4347 1.9783 -0.8314
C -1.4031 0.2741 -0.4338
O -0.5535 1.2871 -0.9388
C 0.7646 1.4418 -0.3082
C 1.0951 1.0420 1.1944
C 2.4813 1.2934 1.7471
C 3.4923 0.7448 0.7275
N 4.7222 1.4250 1.2845
C 3.2517 1.2581 -0.7132
C 1.8635 0.8394 -1.2174
N 1.8490 -0.6290 -1.1681
O -0.9536 -0.9964 -0.7799
H 0.0668 -2.3726 1.9311
H 0.1892 -3.1106 0.4262
H -2.2949 -3.4757 1.0482
H -2.0729 -1.8801 1.7813
H -1.4486 -2.9742 -1.0609
H -3.4149 -1.9267 -2.0791
H -4.0056 -2.6016 -0.5763
H -4.7313 -0.3420 -0.9359
H -3.8200 -0.6409 0.5531
H -2.6989 0.6128 -2.1651
H -2.9878 2.7428 -1.3914
H -3.3997 2.2523 0.1391
H -1.3629 0.3687 0.5850
H 0.8014 2.5558 -0.3434
H 0.5257 1.5638 1.9474
H 0.9214 -0.0739 1.1581
H 2.5917 2.3472 1.7162
H 2.6506 0.8735 2.7314
H 3.4119 -0.3301 0.8881
H 4.8507 2.3152 0.9987
H 4.5804 1.3278 2.2760
H 3.4934 2.3120 -0.6583
H 3.9819 0.7739 -1.3815
H 1.6084 1.1757 -2.2386
H 0.8861 -0.9541 -1.0156
H 2.2295 -1.0147 -2.0460

Let us look at the Mulliken charges, expressed in e, one per atom:
1 N -0.63
2 C -0.72
3 C -0.18
4 C -0.78
5 C -0.79
6 C 0.12
7 N -0.67
8 C -0.44
9 O -0.37
10 C -0.59
11 C -0.25
12 C -1.31
13 C 0.29
14 N -0.77
15 C -1.18
16 C 0.19
17 N -0.59
18 O -0.36
19 H 0.29
20 H 0.28
21 H 0.39
22 H 0.35
23 H 0.37
24 H 0.36
25 H 0.36
26 H 0.37
27 H 0.17
28 H 0.34
29 H 0.30
30 H 0.25
31 H 0.77
32 H 0.43
33 H 0.34
34 H 0.00
35 H 0.51
36 H 0.46
37 H 0.37
38 H 0.25
39 H 0.29
40 H 0.49
41 H 0.28
42 H 0.39
43 H 0.33
44 H 0.26

=====

Table of strongest force on any atom (eV/A), in record order: 4.25 0.51 5.27 8.04 5.82